{"formula": "C8H32N16O8", "method": "ωB97M-V/def2-TZVPD", "species": ["N", "C", "N", "O", "H", "H", "H", "H", "N", "C", "N", "O", "H", "H", "H", "H", "N", "C", "N", "O", "H", "H", "H", "H", "N", "C", "N", "O", "H", "H", "H", "H", "N", "C", "N", "O", "H", "H", "H", "H", "N", "C", "N", "O", "H", "H", "H", "H", "N", "C", "N", "O", "H", "H", "H", "H", "N", "C", "N", "O", "H", "H", "H", "H"], "coordinates": [[1.71, -0.14, 4.78], [1.96, -0.49, 3.47], [2.67, 0.41, 2.77], [1.60, -1.55, 2.96], [1.23, -0.80, 5.36], [1.56, 0.84, 4.92], [2.86, 1.35, 3.08], [3.12, 0.07, 1.95], [3.15, -0.87, -1.46], [3.39, 0.09, -0.55], [4.68, 0.23, -0.22], [2.51, 0.85, -0.14], [3.82, -1.40, -1.99], [2.19, -1.06, -1.74], [4.98, 0.77, 0.57], [5.35, -0.26, -0.79], [-0.08, -0.13, 0.06], [-1.05, -0.38, -0.83], [-2.06, -1.16, -0.44], [-1.02, 0.13, -1.98], [-0.17, -0.54, 0.98], [0.70, 0.49, -0.09], [-2.21, -1.41, 0.53], [-2.80, -1.17, -1.13], [-1.41, 1.78, -4.42], [-1.44, 1.13, -5.60], [-1.48, -0.23, -5.50], [-1.45, 1.67, -6.71], [-1.46, 1.22, -3.59], [-1.17, 2.75, -4.50], [-1.29, -0.73, -4.65], [-1.62, -0.71, -6.38], [-2.88, -1.88, 4.22], [-1.86, -2.25, 3.42], [-0.76, -2.62, 4.09], [-1.92, -2.13, 2.19], [-2.92, -2.16, 5.18], [-3.58, -1.27, 3.83], [0.14, -2.59, 3.62], [-0.71, -2.88, 5.06], [1.38, 1.96, -2.63], [1.09, 3.28, -2.57], [2.23, 4.08, -2.53], [-0.01, 3.81, -2.47], [0.78, 1.22, -2.30], [2.36, 1.78, -2.58], [2.10, 4.99, -2.11], [3.09, 3.59, -2.41], [1.24, 3.63, 0.87], [2.46, 4.24, 1.06], [3.43, 3.27, 1.21], [2.59, 5.43, 1.29], [0.35, 4.04, 1.08], [1.18, 2.64, 0.77], [4.35, 3.61, 1.40], [3.25, 2.31, 0.99], [-6.19, -5.50, 0.34], [-5.82, -4.16, 0.28], [-4.54, -4.05, -0.22], [-6.56, -3.22, 0.46], [-5.59, -6.27, 0.15], [-7.17, -5.58, 0.55], [-4.17, -3.15, -0.47], [-4.09, -4.90, -0.48]], "lowdin_charge": [0.16, -0.65, 0.17, 0.01, 0.09, 0.10, 0.10, 0.07, 0.20, -0.65, 0.18, -0.06, 0.11, 0.12, 0.11, 0.11, 0.19, -0.65, 0.18, -0.05, 0.09, 0.05, 0.05, 0.11, 0.17, -0.70, 0.14, -0.01, 0.05, 0.10, 0.08, 0.09, 0.16, -0.65, 0.16, 0.00, 0.10, 0.11, 0.07, 0.10, 0.17, -0.68, 0.14, 0.01, 0.06, 0.07, 0.10, 0.07, 0.17, -0.68, 0.14, 0.04, 0.11, 0.06, 0.10, 0.02, 0.13, -0.67, 0.15, 0.04, 0.08, 0.10, 0.08, 0.08], "e_tot_ha": -1802.3629, "smiles": "NC(N)=O.NC(N)=O.NC(N)=O.NC(N)=O.NC(N)=O.NC(N)=O.NC(N)=O.NC(N)=O", "orbital_gap_ev": 8.323}

=====

{"formula": "C8H32N16O8Pb", "method": "ωB97M-V/def2-TZVPD", "species": ["Pb", "C", "O", "N", "N", "H", "H", "H", "H", "C", "O", "N", "N", "H", "H", "H", "H", "C", "O", "N", "N", "H", "H", "H", "H", "C", "O", "N", "N", "H", "H", "H", "H", "C", "O", "N", "N", "H", "H", "H", "H", "C", "O", "N", "N", "H", "H", "H", "H", "C", "O", "N", "N", "H", "H", "H", "H", "C", "O", "N", "N", "H", "H", "H", "H"], "coordinates": [[0.00, -0.01, 0.25], [-2.88, -1.73, -1.32], [-2.02, -1.00, -0.81], [-3.54, -1.50, -2.38], [-3.28, -2.80, -0.73], [-3.26, -0.66, -2.86], [-4.13, -2.23, -2.74], [-3.93, -3.37, -1.26], [-3.02, -3.11, 0.20], [2.20, 2.68, 1.26], [1.22, 2.22, 0.78], [2.63, 2.44, 2.44], [2.88, 3.64, 0.61], [2.41, 1.75, 3.15], [3.49, 2.94, 2.61], [3.58, 4.15, 1.12], [2.67, 3.87, -0.35], [0.74, -2.75, -2.03], [0.76, -2.15, -0.96], [0.15, -2.23, -3.10], [1.22, -3.91, -2.37], [0.11, -2.84, -3.90], [-0.15, -1.27, -3.20], [1.62, -3.98, -3.29], [1.71, -4.46, -1.68], [-2.59, 1.62, 2.04], [-1.59, 0.98, 1.76], [-2.60, 2.65, 2.85], [-3.80, 1.36, 1.70], [-3.46, 3.04, 3.23], [-1.66, 2.97, 3.01], [-4.06, 0.72, 0.97], [-4.59, 1.86, 2.10], [-0.97, -2.21, 3.02], [-0.27, -1.60, 2.29], [-2.17, -1.88, 3.20], [-0.57, -3.22, 3.69], [-2.42, -1.08, 2.64], [-2.68, -2.43, 3.87], [-1.19, -3.70, 4.33], [0.43, -3.25, 3.81], [3.40, -0.81, 1.60], [2.31, -0.53, 1.04], [4.35, 0.10, 2.02], [3.83, -2.02, 1.64], [5.26, -0.13, 2.39], [4.29, 1.10, 1.86], [3.21, -2.78, 1.40], [4.79, -2.26, 1.83], [2.37, 0.93, -2.28], [1.24, 0.68, -1.95], [3.26, 0.07, -2.66], [2.75, 2.21, -2.52], [2.86, -0.84, -2.87], [4.11, 0.41, -3.10], [3.70, 2.16, -2.85], [2.35, 3.11, -2.30], [-2.23, 2.20, -1.80], [-1.39, 1.73, -1.06], [-2.94, 3.31, -1.61], [-2.69, 1.62, -2.86], [-2.80, 4.02, -0.91], [-3.66, 3.28, -2.31], [-2.04, 0.88, -3.10], [-3.29, 2.03, -3.56]], "lowdin_charge": [1.65, -0.76, -0.11, 0.21, 0.20, 0.10, 0.14, 0.12, 0.13, -0.77, -0.03, 0.19, 0.18, 0.14, 0.12, 0.11, 0.10, -0.72, -0.08, 0.18, 0.18, 0.12, 0.11, 0.12, 0.13, -0.74, -0.10, 0.19, 0.20, 0.13, 0.13, 0.13, 0.13, -0.86, -0.03, 0.22, 0.20, 0.11, 0.13, 0.13, 0.13, -0.64, -0.12, 0.16, 0.19, 0.11, 0.08, 0.13, 0.13, -0.71, -0.06, 0.20, 0.18, 0.12, 0.12, 0.10, 0.11, -0.72, -0.05, 0.19, 0.16, 0.13, 0.11, 0.11, 0.13], "e_tot_ha": -1994.6974, "total_charge": 2, "orbital_gap_ev": 9.699}

=====

{"formula": "C8H32N2O7", "method": "ωB97M-V/def2-TZVPD", "species": ["C", "C", "C", "O", "C", "N", "H", "H", "H", "H", "H", "H", "H", "H", "H", "H", "H", "C", "C", "C", "O", "C", "N", "H", "H", "H", "H", "H", "H", "H", "H", "H", "H", "H", "O", "H", "H", "O", "H", "H", "O", "H", "H", "O", "H", "H", "O", "H", "H"], "coordinates": [[1.97, -5.28, -5.01], [2.75, -5.22, -3.74], [2.17, -4.23, -2.67], [2.15, -2.89, -3.16], [1.36, -2.03, -2.31], [2.85, -6.56, -3.20], [1.95, -4.31, -5.51], [0.97, -5.61, -4.74], [2.40, -6.00, -5.71], [3.73, -4.85, -4.03], [2.75, -4.22, -1.74], [1.19, -4.57, -2.33], [0.86, -1.30, -2.93], [1.94, -1.46, -1.58], [0.58, -2.61, -1.82], [2.04, -6.83, -2.66], [3.03, -7.23, -3.94], [-0.34, 5.24, 3.91], [-1.12, 5.85, 2.75], [-1.99, 4.85, 1.92], [-1.14, 3.83, 1.45], [-1.83, 2.64, 1.13], [-1.92, 6.93, 3.33], [-0.93, 4.62, 4.59], [0.16, 6.03, 4.47], [0.45, 4.64, 3.45], [-0.46, 6.31, 2.02], [-2.57, 5.33, 1.13], [-2.72, 4.43, 2.61], [-1.13, 1.93, 0.69], [-2.62, 2.86, 0.42], [-2.23, 2.14, 2.01], [-1.33, 7.43, 3.98], [-2.71, 6.57, 3.85], [-1.82, 1.28, -2.18], [-1.23, 2.03, -2.17], [-1.69, 0.88, -3.04], [-2.04, -1.88, 1.79], [-2.88, -2.20, 1.44], [-1.61, -2.67, 2.11], [1.85, -0.44, 2.05], [2.25, -1.31, 2.04], [1.32, -0.42, 1.26], [-0.33, -0.58, 0.13], [-1.10, -0.97, 0.54], [-0.68, -0.06, -0.60], [-0.71, 0.16, 3.66], [-0.09, 0.00, 2.95], [-1.52, -0.23, 3.36]], "mulliken_spin": [0.00, 0.00, 0.00, 0.00, 0.00, 0.00, 0.00, 0.00, 0.00, 0.00, 0.00, 0.00, 0.00, 0.00, 0.00, 0.00, 0.00, 0.16, 0.02, 0.01, 0.00, 0.00, 0.81, 0.00, 0.00, 0.02, 0.02, 0.00, 0.00, 0.00, 0.00, 0.00, -0.01, -0.01, 0.00, 0.00, 0.00, 0.00, 0.00, 0.00, 0.00, 0.00, 0.00, 0.00, 0.00, 0.00, 0.00, 0.00, 0.00], "spin_multiplicity": 2, "s2": 0.75, "e_tot_ha": -959.8073, "total_charge": 1, "orbital_gap_ev": [7.027, 1.451]}